No. 1
Density functional theory data (wB97M-V/def2-TZVPD) for the molecule CH2N2S2 at a distorted geometry.

Frontier orbital gap (alpha / beta) ... 7.02 / 6.99 eV
Multiplicity ... 1
DFT total energy ... -945.07361 hartree
Energy above the lowest of the compared OMol25 structures with the same formula, charge and spin ... 236.3 kJ/mol
HOMO energy (alpha / beta) ... -8.636 / -8.628 eV
E_LUMO (alpha / beta) ... -1.616 / -1.642 eV

XYZ file:
```
7
CH2N2S2, DFT wB97M-V/def2-TZVPD
C -0.08443 -0.56481 1.13236
N -0.87141 0.22994 0.50890
N -0.75794 1.16555 -0.28725
S 0.00062 1.25867 -1.68469
S 1.18166 -0.19207 -2.46517
H -0.53496 -1.42721 1.80250
H 1.06646 -0.47007 0.99335
```


No. 2
Density functional theory data (wB97M-V/def2-TZVPD) for a structure of composition C26H29N6O4PbS.

Frontier orbital gap ... 5.70 eV
Multiplicity ... 1
DFT total energy ... -2228.78591 hartree
Total charge ... -1
Energy above the lowest of the compared OMol25 structures with the same formula, charge and spin ... 71.8 kJ/mol
HOMO energy ... -3.126 eV
E_LUMO ... 2.578 eV

XYZ file:
```
67
C26H29N6O4PbS, DFT wB97M-V/def2-TZVPD
Pb 0.06407 0.36153 0.63733
O 0.89626 -4.05756 2.59727
C 0.92692 -2.92923 1.79181
O -0.28294 -2.20675 1.78803
C 2.07364 -2.26908 1.48422
C 3.37820 -2.85931 1.71634
C 4.48866 -2.22926 1.26409
C 4.39648 -0.99611 0.56392
C 3.15086 -0.44731 0.43196
N 2.02373 -1.01159 0.90483
C 2.97259 0.85605 -0.35278
O 3.96339 1.47841 -0.71276
O 1.75399 1.19054 -0.62152
H 0.58505 -4.80600 2.07645
H 3.43043 -3.79992 2.24673
H 5.46216 -2.67588 1.43847
H 5.25142 -0.48275 0.15328
C 3.43986 4.65294 3.25801
C 3.44908 3.90244 1.93307
N 2.27702 4.16925 1.12247
C 1.12154 3.47177 1.14142
S 0.88095 2.30575 2.41281
N 0.27733 3.81578 0.17952
N -0.73789 2.94883 0.00935
C -1.64384 3.25307 -0.85355
C -1.65311 4.53001 -1.64413
C -2.69408 2.24272 -1.10319
C -3.50579 2.32119 -2.24199
C -4.45566 1.34221 -2.46945
C -4.58500 0.30064 -1.56358
C -3.74203 0.30067 -0.46164
N -2.83366 1.23820 -0.22635
H 4.34781 4.43507 3.82492
H 3.38276 5.73128 3.09556
H 2.57997 4.34626 3.85333
H 4.31598 4.18766 1.33554
H 3.51987 2.82902 2.10695
H 2.39395 4.71143 0.28161
H -0.94435 5.22504 -1.20491
H -1.35511 4.35322 -2.68233
H -2.64888 4.97933 -1.65456
H -3.37756 3.13051 -2.94661
H -5.08369 1.38867 -3.35110
H -5.30906 -0.49102 -1.70168
H -3.79343 -0.50318 0.26833
C 1.33872 -1.80912 -2.25547
N 0.05054 -1.83801 -1.58177
C -0.99905 -1.38102 -2.47341
C -0.21334 -3.17643 -1.06381
C -1.40433 -3.23394 -0.13872
C -2.61039 -3.74096 -0.61848
C -3.76603 -3.76462 0.14694
C -3.72707 -3.27117 1.44281
C -2.53733 -2.78194 1.95507
C -1.37960 -2.76632 1.18333
H 1.34625 -2.47131 -3.13942
H 2.12203 -2.12732 -1.56815
H 1.56304 -0.79148 -2.57358
H -1.08164 -2.01908 -3.37229
H -0.78287 -0.36089 -2.79582
H -1.96144 -1.37996 -1.96278
H 0.68166 -3.49726 -0.53107
H -0.38861 -3.88144 -1.89852
H -2.63547 -4.10729 -1.63936
H -4.68570 -4.15822 -0.26688
H -4.61721 -3.27425 2.05968
H -2.47001 -2.40248 2.96619
```


No. 3
Density functional theory data (wB97M-V/def2-TZVPD) for a structure of composition C39H50Br3GeIN3OPtSi at a distorted geometry.

Frontier orbital gap (alpha / beta) ... 6.18 / 6.18 eV
Multiplicity ... 1
DFT total energy ... -12260.84153 hartree
Total charge ... +1
Energy above the lowest of the compared OMol25 structures with the same formula, charge and spin ... 285.5 kJ/mol
HOMO energy (alpha / beta) ... -11.223 / -11.220 eV
E_LUMO (alpha / beta) ... -5.039 / -5.040 eV

XYZ file:
```
100
C39H50Br3GeIN3OPtSi, DFT wB97M-V/def2-TZVPD
Pt -1.54787 -1.12656 -0.98415
O -6.49698 0.46445 2.43318
C -5.45222 0.37200 1.61194
C -4.14600 0.69727 1.98469
C -3.13384 0.54388 1.06841
N -3.34169 0.07020 -0.17100
C -4.59274 -0.20732 -0.52228
Br -4.82927 -0.82868 -2.29128
C -5.67995 -0.06516 0.30546
H -6.23176 0.74713 3.31587
H -3.92513 1.05558 2.98180
H -2.11163 0.80570 1.31420
H -6.68140 -0.29370 -0.02629
C -1.81267 -2.44130 -2.39432
Ge -1.09052 -2.27262 -4.17119
C -0.13924 -3.90621 -4.78290
C -0.46143 -5.14158 -4.22787
C 0.28731 -6.26269 -4.55584
C 1.34234 -6.15280 -5.44853
C 1.64000 -4.92863 -6.02996
C 0.88694 -3.80638 -5.71378
C 0.06622 -0.70349 -4.39805
C -0.52904 0.53650 -4.63239
C 0.24862 1.65848 -4.87913
C 1.63264 1.55206 -4.90118
C 2.23567 0.32540 -4.65920
C 1.45621 -0.79115 -4.39531
C -2.61669 -2.12292 -5.43638
C -2.47495 -1.36714 -6.59192
C -3.57702 -1.15616 -7.41052
C -4.79986 -1.72556 -7.08596
C -4.93503 -2.50056 -5.94399
C -3.83842 -2.70618 -5.11709
H -2.48357 -3.26136 -2.13353
H -1.28492 -5.22750 -3.52833
H 0.04786 -7.21764 -4.10672
H 1.92347 -7.02739 -5.70860
H 2.46281 -4.84327 -6.72732
H 1.11056 -2.85817 -6.18699
H -1.61077 0.61654 -4.64878
H -0.22324 2.61273 -5.07537
H 2.23880 2.42339 -5.11125
H 3.31392 0.23863 -4.68483
H 1.93505 -1.74274 -4.19517
H -1.51843 -0.92705 -6.84654
H -3.47473 -0.54683 -8.29885
H -5.65180 -1.57520 -7.73588
H -5.88699 -2.94892 -5.69023
H -3.94441 -3.30386 -4.21875
Br -1.27426 -2.28769 1.24385
C -1.01862 1.50517 5.25810
C 0.38410 0.88504 5.28897
C 0.94740 0.99021 6.71333
C 0.21584 -0.59945 4.93557
Si 1.55138 1.81120 4.05275
Br 0.65547 1.22808 2.04485
C 1.37852 3.73998 4.03102
C 1.54416 4.31112 5.44774
C 2.44053 4.37184 3.11960
C 0.01883 4.20144 3.48441
C 3.36888 1.16524 3.95332
C 4.21553 1.85533 5.03455
C 4.00761 1.42579 2.58283
C 3.43517 -0.34858 4.19432
H -1.68881 0.91540 5.89055
H -1.42476 1.50019 4.24383
H -1.02618 2.52626 5.63907
H 0.25684 0.52707 7.42392
H 1.09298 2.02616 7.02351
H 1.90206 0.46822 6.80136
H -0.47844 -1.05495 5.64805
H 1.14899 -1.15263 5.00227
H -0.19782 -0.74064 3.93591
H 2.46416 3.97038 5.92688
H 0.70082 4.04308 6.08661
H 1.58176 5.40289 5.39871
H 3.45411 4.21461 3.48652
H 2.27478 5.45203 3.07937
H 2.36923 3.99096 2.09870
H -0.81783 3.84095 4.07915
H -0.12985 3.88529 2.45297
H -0.01150 5.29464 3.50041
H 4.33978 2.92006 4.83768
H 5.21334 1.40885 5.06097
H 3.77722 1.74180 6.02879
H 4.05373 2.48357 2.33254
H 3.46487 0.91358 1.78887
H 5.03329 1.04460 2.58583
H 3.15466 -0.61061 5.21465
H 4.46399 -0.68804 4.04429
H 2.79815 -0.90052 3.49966
I 4.20323 1.69442 -1.81159
C 2.60968 0.51252 -1.21657
C 2.66110 -0.56710 -0.35709
N 1.40871 -1.02289 -0.24086
N 0.54994 -0.28342 -0.95001
C 1.26352 0.65058 -1.56865
H 3.49396 -1.02296 0.14966
H 1.05539 -1.74329 0.37928
H 0.81014 1.37102 -2.22836
```


No. 4
Density functional theory data (wB97M-V/def2-TZVPD) for a structure of composition C5H4N4O2 at a distorted geometry.

Frontier orbital gap ... 8.43 eV
Multiplicity ... 1
DFT total energy ... -562.30324 hartree
Energy above the lowest of the compared OMol25 structures with the same formula, charge and spin ... 413.6 kJ/mol
HOMO energy ... -8.985 eV
E_LUMO ... -0.558 eV

XYZ file:
```
15
C5H4N4O2, DFT wB97M-V/def2-TZVPD
C -1.76278 -0.38905 -0.20196
C 0.32314 -1.03456 0.18734
C 1.39454 -1.77875 0.09916
C 2.46248 -0.82701 -0.19193
C 0.02025 1.37328 0.08632
H -3.25594 -1.35712 0.72706
H 1.22899 -2.95668 0.38885
H 3.63168 -1.10248 -0.24541
H -1.73487 1.76658 -0.65502
N -0.99950 -1.34065 0.21293
N 2.14154 0.50880 -0.15004
N 0.78449 0.37129 -0.13050
N -1.17197 0.88913 -0.48628
O -2.99225 -0.38197 0.01293
O 0.52004 2.45526 0.46059
```


- Which formula does entry 1 have?
  CH2N2S2


- The highest DFT total energy belongs to which entry?
  C5H4N4O2


- What is the formula in the fourth record?
  C5H4N4O2